87
Properties=species:S:1:pos:R:3:mulliken_charge:R:1 method="wB97M-V/def2-TZVPD" fmax_ev_per_a=1.257 e_lumo_ha="-0.439 / -0.408" homo_lumo_gap_ev="4.81 / 5.92" charge=+3
Tl -0.243 -0.100 0.246 1.382
C -0.828 0.104 3.591 -0.552
C -2.024 0.911 3.096 -0.824
O -1.837 1.380 1.760 -0.044
C -1.642 2.781 1.529 -0.636
C -0.294 3.112 0.916 -0.937
O -0.185 2.528 -0.391 -0.138
C 1.108 2.712 -0.978 -0.570
C 1.281 1.802 -2.181 -0.581
O 1.548 0.468 -1.739 0.007
C 1.532 -0.537 -2.753 -0.476
C 1.403 -1.909 -2.112 -0.645
O 0.082 -2.098 -1.613 -0.065
C -0.072 -3.269 -0.809 -0.536
C -1.505 -3.345 -0.308 -0.703
O -1.872 -2.191 0.456 0.009
C -2.317 -2.357 1.803 -0.893
C -1.204 -2.210 2.839 -0.499
O -0.469 -0.990 2.745 0.003
H -1.036 -0.248 4.605 0.550
H 0.058 0.743 3.614 0.151
H -2.184 1.741 3.787 0.433
H -2.919 0.288 3.092 0.297
H -1.728 3.342 2.461 0.484
H -2.436 3.106 0.852 0.235
H 0.520 2.740 1.551 0.299
H -0.215 4.201 0.844 0.577
H 1.881 2.486 -0.233 0.154
H 1.226 3.751 -1.296 0.556
H 2.110 2.167 -2.795 0.496
H 0.369 1.819 -2.788 0.058
H 2.459 -0.501 -3.333 0.431
H 0.690 -0.374 -3.431 0.116
H 2.127 -1.994 -1.289 0.083
H 1.635 -2.678 -2.854 0.543
H 0.625 -3.227 0.039 0.027
H 0.142 -4.167 -1.395 0.560
H -1.618 -4.259 0.277 0.473
H -2.182 -3.391 -1.164 0.297
H -2.785 -3.333 1.949 0.577
H -3.073 -1.586 1.956 0.145
H -0.470 -3.008 2.701 0.288
H -1.652 -2.321 3.830 0.469
C -3.081 3.300 -2.180 -1.044
C -2.688 2.138 -3.078 -0.751
As -2.397 0.407 -2.189 0.548
C -2.142 -0.806 -3.743 -0.350
C -3.420 -1.151 -4.500 -1.436
C -4.009 0.055 -1.107 -0.114
C -5.292 0.109 -1.933 -1.379
H -3.303 4.168 -2.800 0.493
H -2.266 3.570 -1.509 0.000
H -3.973 3.082 -1.592 0.285
H -1.796 2.368 -3.660 0.563
H -3.488 1.897 -3.787 0.617
H -1.637 -1.700 -3.389 0.256
H -1.458 -0.248 -4.385 0.486
H -4.037 -1.866 -3.959 0.350
H -3.126 -1.623 -5.439 0.423
H -4.020 -0.279 -4.757 0.339
H -4.000 0.831 -0.340 0.239
H -3.870 -0.907 -0.617 0.206
H -5.386 1.033 -2.503 0.329
H -6.142 0.070 -1.249 0.440
H -5.379 -0.734 -2.612 0.283
C 5.538 1.857 1.408 -1.118
C 5.572 0.508 0.702 -0.614
C 4.301 0.130 -0.051 -0.767
S 2.898 -0.312 1.065 0.854
O 2.620 0.807 1.968 -0.479
C 3.502 -1.780 1.997 -1.064
C 4.036 -1.438 3.383 -0.459
C 2.952 -1.314 4.448 -1.168
H 6.493 2.047 1.894 0.393
H 4.769 1.893 2.180 0.216
H 5.348 2.663 0.698 0.387
H 5.879 -0.286 1.385 0.313
H 6.341 0.538 -0.077 0.440
H 4.431 -0.757 -0.676 0.623
H 3.920 0.947 -0.661 0.275
H 4.249 -2.223 1.334 0.635
H 2.644 -2.453 2.064 0.437
H 4.637 -0.528 3.364 0.241
H 4.711 -2.257 3.646 0.506
H 2.311 -0.452 4.261 0.169
H 3.413 -1.178 5.425 0.440
H 2.335 -2.213 4.491 0.359